{
  "formula": "C16H41BN2O6P",
  "method": "the ωB97M-V functional and the def2-TZVPD basis",
  "orbital_gap_ev": 4.47,
  "total_energy_ev": -42487.6433,
  "max_force_ev_per_a": 0.32,
  "total_charge": -1,
  "symbols": ["C", "C", "C", "O", "P", "C", "N", "C", "C", "C", "O", "B", "N", "O", "H", "H", "H", "H", "H", "H", "H", "H", "H", "H", "H", "H", "H", "H", "H", "H", "H", "H", "H", "H", "H", "H", "H", "C", "C", "O", "C", "H", "H", "H", "H", "H", "H", "C", "C", "O", "C", "H", "H", "H", "H", "H", "H", "C", "C", "O", "C", "H", "H", "H", "H", "H", "H"],
  "positions_angstrom": [[6.81343, 1.67625, 0.13034], [6.53392, 0.17227, 0.03050], [5.50132, -0.37214, 1.04525], [4.63836, -1.30508, 0.48815], [3.24886, -0.68736, -0.58262], [1.87074, -0.01551, -1.72199], [2.25427, -0.00774, -3.14689], [2.22733, -0.34830, 1.05399], [0.69846, -0.49030, 1.07137], [-0.09868, 0.79821, 0.82979], [-1.15190, 0.66899, -0.13069], [2.75044, -2.61796, -0.69280], [2.58048, -3.21733, -1.97962], [2.59139, -3.44466, 0.41037], [7.76973, 1.89654, 0.61259], [6.83236, 2.14945, -0.85330], [6.02938, 2.17314, 0.70574], [6.14094, -0.08611, -0.95289], [7.46749, -0.38716, 0.14992], [6.02087, -0.85233, 1.88952], [4.94525, 0.48556, 1.46535], [3.83252, 0.68920, -0.46464], [4.11792, -0.88985, -1.76246], [0.96294, -0.61487, -1.64504], [1.62997, 0.98941, -1.35026], [1.42700, 0.03427, -3.73252], [2.79380, 0.82208, -3.36285], [2.63683, -1.03761, 1.79817], [2.50582, 0.65234, 1.40030], [0.39516, -0.89346, 2.04430], [0.37896, -1.24076, 0.33653], [0.55648, 1.58457, 0.45410], [-0.52006, 1.15029, 1.77762], [-1.61624, -0.15679, 0.04529], [2.88776, -4.16921, -2.11857], [2.84519, -2.61717, -2.75039], [2.98997, -2.97862, 1.14990], [-5.95399, -1.44494, -0.23020], [-4.71787, -0.58192, -0.27567], [-3.61792, -1.01977, -0.03982], [-4.91279, 0.86714, -0.65398], [-5.69060, -2.45936, 0.05875], [-6.68131, -1.02718, 0.46828], [-6.43504, -1.43737, -1.20910], [-5.59023, 1.35007, 0.05354], [-5.39334, 0.93366, -1.63227], [-3.94714, 1.36779, -0.66154], [-7.69603, 1.05614, -4.49178], [-8.13214, -0.00656, -3.51306], [-8.09644, 0.17526, -2.31878], [-8.60293, -1.31344, -4.10402], [-7.37621, 1.94647, -3.95711], [-6.87780, 0.68032, -5.10930], [-8.51723, 1.30168, -5.16827], [-7.80971, -1.75394, -4.71136], [-9.45161, -1.13944, -4.76860], [-8.88682, -2.00032, -3.31118], [1.17574, 2.49315, 5.85603], [1.82528, 1.63644, 4.79037], [1.36080, 1.52919, 3.68467], [3.09758, 0.91688, 5.17660], [0.27587, 2.95581, 5.45876], [0.92828, 1.88263, 6.72712], [1.87358, 3.26263, 6.19303], [2.91266, 0.25242, 6.02382], [3.85535, 1.63698, 5.49376], [3.46135, 0.34694, 4.32474]],
  "forces_ev_per_a": [[0.03, 0.02, 0.01], [-0.01, -0.14, 0.07], [-0.07, 0.05, 0.00], [0.05, -0.13, 0.03], [-0.05, 0.07, 0.00], [0.11, 0.03, 0.05], [-0.17, -0.07, -0.16], [-0.06, 0.10, -0.04], [0.01, -0.16, 0.04], [0.06, 0.01, -0.04], [0.05, 0.01, 0.04], [-0.14, 0.08, -0.13], [0.28, 0.13, -0.03], [0.19, -0.18, -0.11], [-0.02, -0.01, 0.05], [0.04, -0.01, 0.00], [-0.02, 0.02, -0.03], [-0.04, 0.08, -0.01], [0.01, -0.01, -0.11], [0.02, 0.05, 0.03], [0.00, 0.00, -0.05], [-0.03, -0.09, 0.08], [0.05, 0.00, 0.03], [0.01, -0.03, 0.07], [-0.06, 0.04, -0.08], [-0.01, 0.10, 0.05], [0.16, -0.11, 0.07], [0.06, 0.03, 0.01], [-0.03, 0.03, 0.00], [-0.07, -0.04, -0.02], [0.05, 0.02, -0.04], [-0.02, -0.02, -0.03], [0.05, 0.06, 0.00], [-0.14, 0.05, -0.03], [-0.24, -0.06, 0.04], [-0.06, -0.01, -0.01], [0.01, 0.11, 0.17], [0.04, -0.04, 0.01], [0.03, 0.26, -0.10], [-0.03, -0.31, 0.10], [0.02, -0.03, 0.02], [0.00, 0.00, 0.00], [0.01, 0.01, 0.01], [-0.02, -0.02, 0.01], [0.01, 0.00, 0.01], [0.00, -0.01, 0.00], [0.00, 0.02, 0.00], [0.00, 0.00, 0.01], [0.04, 0.00, -0.04], [-0.03, 0.00, -0.02], [0.00, 0.00, 0.00], [0.00, 0.00, -0.01], [0.01, 0.00, 0.01], [-0.01, 0.00, 0.01], [0.01, 0.00, 0.01], [0.00, 0.00, 0.01], [0.00, 0.00, 0.00], [0.00, -0.01, -0.01], [0.18, -0.11, -0.02], [-0.20, 0.16, 0.10], [-0.01, 0.01, -0.01], [0.00, 0.00, 0.01], [-0.01, -0.01, -0.01], [0.00, 0.00, -0.01], [-0.01, -0.01, -0.01], [0.00, 0.01, -0.01], [0.01, -0.01, 0.01]]
}